1.
Computed, not measured: a molecular structure, C23H45N6OPdSi2, with wB97M-V/def2-TZVPD.

CARTESIAN COORDINATES (ANGSTROEM)
1 Pd -0.123 -0.672 -0.200
2 Si 0.396 -2.111 2.001
3 Si 0.770 1.046 2.283
4 O 1.427 0.350 -2.587
5 N -1.345 1.420 -1.398
6 N 2.866 -1.498 -0.078
7 N -0.617 -2.526 -1.621
8 N -1.053 3.751 -1.775
9 N -2.980 2.928 -0.729
10 N -2.713 -1.621 -1.378
11 C 4.890 0.228 0.707
12 C 1.354 1.407 4.068
13 C 0.183 -3.553 -1.893
14 C 5.121 -0.689 -0.317
15 C -1.105 1.179 2.480
16 C -1.781 4.825 -2.420
17 C 2.607 -0.604 0.914
18 C -3.823 1.779 -0.458
19 C -0.272 -4.820 -2.208
20 C 3.662 0.257 1.324
21 C -1.744 2.628 -1.324
22 C 0.652 -2.282 3.900
23 C -2.949 3.867 0.384
24 C -1.944 -2.721 -1.657
25 C 4.067 -1.526 -0.639
26 C 1.342 2.536 1.257
27 C -1.512 -2.313 1.940
28 C 1.299 -0.542 1.546
29 C 1.469 -0.548 -3.672
30 C 1.174 -3.712 1.356
31 C -2.500 -3.969 -1.975
32 C 0.276 3.548 -2.310
33 C -1.649 -5.019 -2.243
34 H 2.158 -1.380 -3.482
35 H -4.841 2.133 -0.279
36 H -1.344 2.169 2.883
37 H 0.843 2.861 -1.690
38 H -3.814 1.107 -1.313
39 H 0.795 4.508 -2.327
40 H 2.282 2.961 1.613
41 H 0.256 3.144 -3.332
42 H -2.686 3.363 1.321
43 H 1.826 -0.002 -4.547
44 H -2.060 -1.400 1.700
45 H 0.586 3.327 1.279
46 H 4.195 -2.270 -1.425
47 H -1.608 1.051 1.519
48 H 1.702 -3.551 0.421
49 H -0.501 1.321 -1.959
50 H 0.481 -0.969 -3.897
51 H 1.045 0.602 4.739
52 H 1.889 -4.100 2.086
53 H 0.315 -3.258 4.268
54 H -2.818 4.823 -2.099
55 H 0.399 -4.470 1.208
56 H 1.489 2.227 0.222
57 H 5.670 0.908 1.032
58 H -1.759 4.716 -3.514
59 H -3.574 -4.094 -1.995
60 H -1.865 -2.664 2.916
61 H -1.777 -3.064 1.189
62 H 0.092 -1.518 4.447
63 H -2.057 -5.996 -2.477
64 H -3.933 4.329 0.502
65 H -1.331 5.789 -2.170
66 H -1.498 0.430 3.172
67 H 1.155 -0.172 -1.791
68 H -2.215 4.648 0.199
69 H 6.068 -0.758 -0.835
70 H 2.441 1.490 4.146
71 H 0.924 2.343 4.437
72 H 1.243 -3.330 -1.830
73 H -2.143 -0.880 -0.953
74 H 1.710 -2.162 4.147
75 H -3.487 1.214 0.420
76 H 3.496 0.946 2.142
77 H -3.621 -1.780 -0.975
78 H 0.428 -5.620 -2.399

Output
Multiplicity   1
Lowest unoccupied orbital energy   2.75 eV
Orbital gap   5.41 eV
Charge   -1
Energy relative to the best compared isomer or geometry (same formula, charge and spin)   10.6 kcal/mol

---

2.
Computed, not measured: 3 unconnected molecules or ions with the total composition C23H46BrN2O5, with wB97M-V/def2-TZVPD.

CARTESIAN COORDINATES (ANGSTROEM)
1 Br -6.014 -5.119 0.095
2 O -3.269 -4.582 -2.923
3 O -2.770 -6.936 0.356
4 O -1.125 -2.059 -0.697
5 O -5.091 -3.625 -2.183
6 O -3.660 -7.647 -2.319
7 N -4.050 -7.979 2.240
8 N -3.279 -5.680 0.063
9 C -4.714 -7.026 -1.587
10 C 1.063 1.644 -2.231
11 C -3.402 -7.438 1.464
12 C 5.225 6.857 5.512
13 C 2.469 4.672 4.152
14 C 5.393 8.345 5.224
15 C -3.801 -7.523 -3.734
16 C 2.802 6.083 3.681
17 C -1.935 -2.037 0.479
18 C 5.319 5.982 4.263
19 C 2.837 4.274 -0.198
20 C -4.193 -4.569 -2.080
21 C 1.888 4.538 -1.361
22 C 0.500 3.929 -1.162
23 C -2.902 -3.273 0.610
24 C -2.285 -4.613 0.003
25 C -1.738 -1.295 -1.758
26 C 4.246 6.237 3.202
27 C -1.254 -6.798 -3.712
28 C -2.344 -7.743 -4.340
29 C 0.324 1.892 -3.541
30 C 0.466 2.403 -1.046
31 C -4.336 -5.643 -0.918
32 H -1.412 -6.597 -2.618
33 H 2.337 4.174 -2.290
34 H 2.425 4.663 0.737
35 H 0.988 2.096 -0.134
36 H 0.765 1.293 -4.341
37 H -5.086 -7.717 -0.775
38 H 3.066 4.386 5.021
39 H -0.144 4.246 -1.989
40 H -1.248 -1.635 -2.715
41 H -0.576 2.091 -0.914
42 H 4.274 6.689 6.027
43 H 3.795 4.770 -0.376
44 H -2.347 -7.764 -5.461
45 H -4.275 -6.571 -4.080
46 H 0.054 4.354 -0.256
47 H 2.121 1.895 -2.352
48 H -0.214 -7.236 -3.787
49 H -1.292 -2.005 1.409
50 H -2.595 -1.117 0.449
51 H 6.010 6.549 6.210
52 H -1.554 -0.187 -1.643
53 H -2.067 -8.795 -4.019
54 H 1.776 5.621 -1.478
55 H 4.598 8.723 4.578
56 H 5.361 8.915 6.155
57 H -2.834 -1.544 -1.852
58 H 0.381 2.940 -3.845
59 H 1.417 4.609 4.441
60 H 4.373 7.244 2.791
61 H -3.881 -3.060 0.103
62 H 5.288 4.931 4.567
63 H -3.078 -3.514 1.700
64 H 2.584 6.798 4.480
65 H 6.302 6.130 3.800
66 H 1.024 0.574 -2.009
67 H -0.729 1.614 -3.454
68 H 2.135 6.337 2.851
69 H -4.414 -8.387 -4.139
70 H 4.417 5.549 2.367
71 H 6.354 8.542 4.742
72 H -1.327 -5.795 -4.215
73 H 2.645 3.943 3.358
74 H -1.768 -4.457 -0.976
75 H -5.587 -6.879 -2.286
76 H -1.465 -4.894 0.734
77 H 3.034 3.208 -0.072

Output
Multiplicity   1
Lowest unoccupied orbital energy   2.07 eV
Orbital gap   6.66 eV
Charge   -1

---

3.
Computed, not measured: C23H46F4N2O5P2S2Si in the gas phase, with wB97M-V/def2-TZVPD.

CARTESIAN COORDINATES (ANGSTROEM)
1 S 2.961 1.010 1.978
2 S -2.028 -3.842 -0.686
3 P -2.419 2.458 -1.199
4 P -1.889 -1.504 1.954
5 Si -0.089 -1.205 -4.912
6 F 5.211 2.291 1.104
7 F 3.446 2.194 -0.405
8 F 3.386 3.589 1.408
9 F -0.497 4.240 3.128
10 O 4.190 -2.861 3.295
11 O 0.419 0.011 -3.793
12 O -1.422 0.536 0.353
13 O 4.061 0.067 2.383
14 O 2.425 1.726 3.172
15 N 1.789 0.333 0.950
16 N -0.254 -1.587 -0.243
17 C -1.971 -0.659 3.644
18 C -0.651 -0.564 0.777
19 C 5.468 -3.470 3.554
20 C -5.171 1.548 -1.261
21 C -1.897 3.510 -2.702
22 C 0.634 -0.299 1.687
23 C -0.940 -2.672 -0.188
24 C -0.100 2.759 0.372
25 C 3.829 2.334 0.932
26 C -1.583 -0.556 -5.925
27 C 1.492 -1.523 3.930
28 C 1.996 -2.900 4.600
29 C -0.148 4.844 1.861
30 C -0.862 1.566 -0.442
31 C 3.086 -3.678 3.740
32 C -0.435 -2.917 -4.140
33 C -3.606 -1.113 1.194
34 C 1.384 -1.460 -6.138
35 C -0.652 0.346 -2.842
36 C -3.695 1.128 -1.759
37 C 0.053 1.193 -1.686
38 C 1.255 -1.663 2.338
39 C -1.003 4.020 0.749
40 H 3.538 -4.509 4.397
41 H -5.605 0.662 -0.698
42 H 2.294 -0.749 4.180
43 H -2.774 3.911 -3.297
44 H 1.005 0.600 -1.428
45 H -1.158 4.770 -0.094
46 H -3.086 -0.509 3.889
47 H 2.643 -4.201 2.816
48 H 5.484 -4.602 3.466
49 H -3.811 0.014 1.281
50 H 6.219 -3.075 2.780
51 H 0.534 -3.520 -4.026
52 H -1.156 3.003 -3.395
53 H -1.357 4.432 -2.277
54 H -1.380 -0.802 -7.022
55 H 0.328 0.413 2.516
56 H 2.283 -1.929 -5.613
57 H 0.451 2.148 -2.187
58 H -1.972 3.759 1.297
59 H 2.313 -1.830 1.916
60 H 5.847 -3.083 4.564
61 H -2.518 -1.112 -5.569
62 H -1.060 -3.499 -4.912
63 H -3.671 -1.498 0.132
64 H 1.712 -0.484 -6.619
65 H -3.342 0.124 -1.368
66 H -1.586 -1.394 4.419
67 H -1.493 0.885 -3.379
68 H -3.638 1.090 -2.898
69 H -1.072 -0.657 -2.493
70 H 1.089 -2.185 -6.978
71 H -1.504 0.372 3.696
72 H -0.607 5.889 1.885
73 H 1.159 -3.628 4.840
74 H 2.485 -2.614 5.598
75 H -1.722 0.558 -5.762
76 H 2.216 -0.325 0.280
77 H -5.771 1.820 -2.196
78 H -5.051 2.468 -0.586
79 H -4.369 -1.605 1.896
80 H -0.981 -2.899 -3.145
81 H 0.965 4.839 1.649
82 H 0.330 2.388 1.371
83 H 0.676 -2.595 2.054
84 H 0.561 -1.212 4.497
85 H 0.780 3.143 -0.257

Output
Multiplicity   1
Lowest unoccupied orbital energy   -0.53 eV
Orbital gap   7.34 eV
Structure (SMILES)   CCP(C)[C@](CCCF)(CCO[Si](C)(C)C)O[C@@](N=C=S)([C@@H](CCCCOC)NS(=O)(=O)C(F)(F)F)P(C)C

---

Look up the multiplicity of the second one.
1

---

orbital gap of number 3 (C23H46F4N2O5P2S2Si)?
7.34 eV